1.
DFT (ωB97M-V/def2-TZVPD) results for a 4-piece molecular cluster, C21H25F24O5P overall.

Last column: Mulliken charge in e.
CARTESIAN COORDINATES (ANGSTROEM)
1 F -1.32 -2.37 1.42  -0.2248
2 C -1.56 -1.07 1.17  0.1068
3 F -0.97 -0.34 2.14  -0.2758
4 C -3.06 -0.77 1.18  0.9788
5 F -3.57 -0.98 2.41  -0.2301
6 F -3.14 0.57 0.92  -0.3363
7 C -3.94 -1.46 0.12  -0.8700
8 O -4.67 -2.59 0.54  -0.3898
9 C -4.19 -3.87 0.40  0.7497
10 F -3.03 -3.91 -0.28  -0.2909
11 F -5.10 -4.57 -0.32  -0.3066
12 C -4.08 -4.56 1.76  0.3290
13 F -3.23 -3.88 2.56  -0.2275
14 F -3.58 -5.81 1.58  -0.2928
15 H -1.12 -0.80 0.21  0.3138
16 H -4.71 -0.72 -0.11  0.4463
17 H -3.39 -1.63 -0.80  0.3427
18 H -5.06 -4.62 2.23  0.2136
19 F -7.02 -3.04 7.10  -0.2312
20 C -6.83 -3.70 5.95  0.0637
21 F -7.56 -4.84 5.98  -0.2658
22 C -5.35 -4.08 5.78  0.9024
23 F -4.98 -4.94 6.74  -0.2777
24 F -5.31 -4.75 4.58  -0.2872
25 C -4.33 -2.94 5.64  -0.6113
26 O -3.60 -2.60 6.81  -0.4116
27 C -4.01 -1.63 7.67  0.7840
28 F -5.11 -0.99 7.25  -0.2892
29 F -3.01 -0.71 7.76  -0.3046
30 C -4.19 -2.19 9.09  0.1983
31 F -5.12 -3.16 9.10  -0.2246
32 F -4.61 -1.19 9.90  -0.2578
33 H -7.17 -3.09 5.11  0.2992
34 H -3.58 -3.33 4.96  0.2514
35 H -4.77 -2.07 5.17  0.4187
36 H -3.25 -2.59 9.46  0.2424
37 F 2.70 4.91 -7.97  -0.2149
38 C 2.52 3.83 -8.75  0.0457
39 F 1.21 3.74 -9.06  -0.2646
40 C 2.94 2.55 -8.01  0.9129
41 F 2.13 2.35 -6.95  -0.2644
42 F 2.71 1.55 -8.91  -0.3316
43 C 4.41 2.41 -7.60  -0.7555
44 O 4.73 2.70 -6.25  -0.3229
45 C 5.15 3.94 -5.85  0.8353
46 F 5.31 4.79 -6.87  -0.2991
47 F 6.35 3.79 -5.26  -0.3096
48 C 4.21 4.52 -4.77  0.8158
49 F 2.96 4.64 -5.26  -0.2459
50 F 4.67 5.75 -4.44  -0.2839
51 H 3.10 3.95 -9.67  0.2943
52 H 4.61 1.34 -7.69  0.3867
53 H 5.07 2.92 -8.30  0.3213
54 H 4.21 3.88 -3.89  -0.3694
55 C 1.98 1.68 1.73  -1.0269
56 C 1.20 1.72 0.41  0.1850
57 O 1.91 1.11 -0.67  -0.3337
58 C 2.84 1.88 -1.27  0.4074
59 O 3.03 3.03 -0.96  -0.5801
60 C 3.60 1.11 -2.32  0.4446
61 C 4.76 0.28 -1.73  -0.5318
62 C 6.15 0.91 -1.81  -0.8644
63 P 6.48 2.60 -1.16  -0.0126
64 H 2.97 1.23 1.58  0.2857
65 H 1.46 1.06 2.46  0.3368
66 H 2.09 2.68 2.16  0.2830
67 H 0.28 1.13 0.51  -0.2102
68 H 0.90 2.74 0.15  0.3674
69 H 3.96 1.81 -3.07  -0.5591
70 H 2.90 0.43 -2.81  0.3804
71 H 4.54 0.00 -0.70  0.3156
72 H 4.79 -0.66 -2.29  0.3376
73 H 6.51 0.89 -2.85  0.3340
74 H 6.84 0.27 -1.25  0.4703
75 H 5.84 2.50 0.08  -0.0104
76 H 5.48 3.30 -1.86  -0.0040

* E_LUMO: 0.3 eV
* energy above the lowest of the compared OMol25 structures with the same formula, charge and spin: 0.0 kJ/mol
* charge: 0
* SMILES string: FC(F)C(F)(F)COC(F)(F)C(F)F.FC(F)C(F)(F)COC(F)(F)C(F)F.FC(F)C(F)(F)COC(F)(F)C(F)F.CCOC(=O)CCCP
* E_HOMO: -9.1 eV
* E_tot: -106928.3568 eV
* Kohn-Sham gap: 9.47 eV



2.
DFT (ωB97M-V/def2-TZVPD) results for C21H25F2FeN2O8S2 as an isolated structure at a distorted geometry.

Last column: natural (NBO) charge in e.
CARTESIAN COORDINATES (ANGSTROEM)
1 Fe -0.24 -1.16 -1.05  1.8164
2 O 2.93 1.19 1.52  -0.6942
3 C 3.92 0.28 1.39  0.3597
4 C 5.22 0.66 1.69  -0.2941
5 C 6.27 -0.24 1.56  -0.1962
6 C 6.01 -1.55 1.18  -0.3025
7 C 4.71 -1.95 0.90  -0.0863
8 C 3.65 -1.05 0.98  -0.2131
9 C 2.28 -1.43 0.62  0.5623
10 O 1.38 -0.52 0.41  -0.8228
11 N 2.00 -2.71 0.54  -0.4317
12 N 0.74 -2.94 0.22  -0.3281
13 C 0.14 -4.09 0.29  0.0826
14 C -1.27 -4.21 0.19  -0.2031
15 C -1.89 -5.47 0.28  -0.1674
16 C -3.26 -5.61 0.24  -0.3032
17 C -4.07 -4.49 0.09  -0.2147
18 C -3.50 -3.23 0.00  -0.2324
19 C -2.11 -3.04 0.06  0.3885
20 O -1.61 -1.85 0.05  -0.8032
21 H 2.12 0.75 1.13  0.5217
22 H 5.39 1.68 2.00  0.2091
23 H 7.28 0.09 1.77  0.1938
24 H 6.83 -2.25 1.06  0.1944
25 H 4.49 -2.96 0.60  0.2257
26 H 0.75 -4.99 0.47  0.1523
27 H -1.26 -6.35 0.39  0.1875
28 H -3.70 -6.60 0.34  0.1866
29 H -5.15 -4.60 0.05  0.1911
30 H -4.10 -2.34 -0.15  0.2343
31 O -3.35 -0.10 -1.76  -1.0289
32 S -2.15 -0.08 -2.58  2.5718
33 O -2.37 0.46 -3.90  -1.0024
34 O -1.05 0.71 -1.82  -1.0968
35 O -1.53 -1.46 -2.66  -1.0455
36 C -3.43 5.38 0.62  -0.6155
37 C -2.71 4.36 1.49  -0.4121
38 C -3.05 2.93 1.09  -0.6141
39 S -2.14 2.23 -0.45  1.3597
40 O -2.16 3.40 -1.37  -1.0234
41 C -0.47 2.32 0.41  -0.6035
42 C 0.48 3.28 -0.31  -0.4263
43 C 1.34 2.58 -1.36  -0.6162
44 H -3.13 6.40 0.88  0.1803
45 H -4.51 5.30 0.72  0.1816
46 H -3.16 5.19 -0.42  0.2557
47 H -2.96 4.52 2.55  0.1776
48 H -1.63 4.52 1.38  0.2010
49 H -4.11 2.85 0.84  0.2024
50 H -2.81 2.20 1.86  0.2020
51 H -0.13 1.29 0.37  0.2261
52 H -0.62 2.61 1.44  0.2042
53 H 1.13 3.77 0.43  0.1852
54 H -0.13 4.04 -0.80  0.2329
55 H 1.93 1.78 -0.91  0.1990
56 H 2.02 3.29 -1.85  0.1824
57 H 0.69 2.13 -2.11  0.2519
58 F 1.01 -0.55 -3.56  -0.3686
59 C 1.30 -1.11 -2.35  0.1348
60 F 1.41 -2.49 -2.61  -0.4087
61 H 2.32 -0.78 -2.09  0.1005

* <S²>: 8.761
* E_LUMO (spin up / spin down): 4.6 / 4.6 eV
* energy above the lowest of the compared OMol25 structures with the same formula, charge and spin: 224.6 kJ/mol
* charge: -2
* E_HOMO (spin up / spin down): -2.3 / -2.4 eV
* spin multiplicity: 6
* E_tot: -103036.1143 eV
* Kohn-Sham gap (spin up / spin down): 6.87 / 6.90 eV



3.
DFT (ωB97M-V/def2-TZVPD) results for a 2-piece molecular cluster, C21H25FNO overall at a distorted geometry.

Last column: natural (NBO) charge in e.
CARTESIAN COORDINATES (ANGSTROEM)
1 C -1.18 -2.51 -0.14  -0.6309
2 C -1.37 -1.09 0.32  -0.1038
3 C -1.70 -0.95 1.79  -0.6503
4 C -1.94 -0.22 -0.62  0.1546
5 N -2.36 1.05 -0.37  -0.3883
6 C -3.10 1.64 -1.51  -0.2445
7 C -3.66 3.01 -1.15  -0.0850
8 O -2.66 3.83 -0.53  -0.5094
9 C -2.21 3.27 0.70  -0.0780
10 C -1.57 1.91 0.52  -0.2503
11 H -1.13 -3.20 0.71  0.2278
12 H -2.02 -2.81 -0.78  0.2238
13 H -0.26 -2.66 -0.73  0.2100
14 H -2.13 -1.89 2.15  0.2415
15 H -0.82 -0.77 2.42  0.2144
16 H -2.43 -0.16 1.98  0.2198
17 H -2.10 -0.57 -1.65  0.2107
18 H -2.45 1.74 -2.39  0.1990
19 H -3.93 0.96 -1.76  0.2232
20 H -3.92 3.56 -2.07  0.2201
21 H -4.55 2.88 -0.50  0.1795
22 H -1.45 3.98 1.06  0.2141
23 H -3.04 3.19 1.44  0.1783
24 H -1.47 1.43 1.50  0.2226
25 H -0.56 2.06 0.12  0.1832
26 F 4.12 -2.50 4.45  -0.3013
27 C 3.41 -1.95 3.40  0.4842
28 C 2.43 -1.00 3.68  -0.2976
29 C 1.66 -0.53 2.63  -0.1215
30 C 1.86 -0.98 1.28  -0.0956
31 C 1.00 -0.48 0.25  0.0554
32 C 1.42 -0.31 -1.12  -0.1834
33 C 1.22 0.93 -1.80  -0.0999
34 C 1.64 1.11 -3.11  -0.2282
35 C 2.35 0.10 -3.77  -0.1497
36 C 2.56 -1.14 -3.14  -0.2086
37 C 2.07 -1.36 -1.85  -0.1653
38 C 2.97 -1.84 1.06  -0.1222
39 C 3.71 -2.38 2.10  -0.2829
40 H 2.28 -0.64 4.70  0.2587
41 H 0.95 0.29 2.81  0.2243
42 H 0.27 0.26 0.61  0.2345
43 H 0.78 1.76 -1.25  0.2020
44 H 1.46 2.07 -3.60  0.2359
45 H 2.72 0.26 -4.78  0.2365
46 H 3.13 -1.92 -3.63  0.2355
47 H 2.19 -2.34 -1.40  0.2188
48 H 3.31 -2.04 0.05  0.2304
49 H 4.52 -3.08 1.92  0.2576

* E_LUMO: -5.4 eV
* energy above the lowest of the compared OMol25 structures with the same formula, charge and spin: 160.1 kJ/mol
* charge: +1
* E_HOMO: -10.9 eV
* E_tot: -28428.3681 eV
* Kohn-Sham gap: 5.54 eV



4.
DFT (ωB97M-V/def2-TZVPD) results for one molecule with the formula C21H25N3O at a distorted geometry.

Last column: natural (NBO) charge in e.
CARTESIAN COORDINATES (ANGSTROEM)
1 C 0.91 -3.01 2.61  -0.6009
2 C 2.24 -2.39 2.14  -0.2094
3 N 1.82 -1.00 1.74  -0.3294
4 C 1.18 -0.71 0.60  0.2717
5 C 1.10 -1.50 -0.70  0.6478
6 O 1.54 -2.65 -0.82  -0.6495
7 N 0.42 -0.93 -1.75  -0.6303
8 C 0.18 -1.66 -2.98  -0.2180
9 C -1.31 -1.99 -3.15  -0.1120
10 C -2.18 -0.79 -3.34  -0.6053
11 C -1.87 -2.68 -1.91  -0.5972
12 C -1.33 -2.95 -4.33  -0.6037
13 N 0.76 0.52 0.52  -0.4864
14 C 0.99 1.10 1.74  0.1645
15 C 0.86 2.44 2.21  -0.0459
16 C 0.02 3.32 1.36  -0.0660
17 C -0.88 4.19 2.02  -0.1942
18 C -1.91 4.82 1.22  -0.2140
19 C -1.91 4.74 -0.19  -0.2201
20 C -0.91 4.00 -0.86  -0.2037
21 C 0.08 3.38 -0.04  -0.1940
22 C 1.55 2.69 3.45  -0.2257
23 C 2.30 1.69 4.19  -0.2058
24 C 2.30 0.35 3.76  -0.2440
25 C 1.72 0.09 2.49  0.1179
26 H 1.08 -4.01 3.06  0.2131
27 H 0.11 -3.01 1.84  0.2211
28 H 0.65 -2.42 3.39  0.2007
29 H 2.90 -2.35 2.99  0.2059
30 H 2.71 -2.92 1.25  0.2576
31 H -0.07 -0.05 -1.45  0.4352
32 H 0.64 -1.04 -3.91  0.2020
33 H 0.78 -2.64 -2.97  0.2544
34 H -3.26 -0.97 -3.20  0.2172
35 H -2.08 -0.30 -4.34  0.2107
36 H -2.01 0.05 -2.52  0.2035
37 H -2.89 -2.90 -2.09  0.2068
38 H -1.76 -2.13 -1.02  0.2130
39 H -1.32 -3.62 -1.92  0.2108
40 H -2.39 -3.28 -4.61  0.2157
41 H -0.76 -2.65 -5.23  0.2203
42 H -0.85 -3.99 -3.97  0.2065
43 H -0.88 4.63 3.05  0.2286
44 H -2.71 5.42 1.67  0.2104
45 H -2.80 5.17 -0.70  0.2114
46 H -0.96 3.95 -1.93  0.2168
47 H 0.74 2.73 -0.65  0.2351
48 H 1.59 3.72 3.95  0.2218
49 H 2.92 1.92 5.15  0.2271
50 H 2.94 -0.38 4.18  0.2077

* E_LUMO: 0.2 eV
* energy above the lowest of the compared OMol25 structures with the same formula, charge and spin: 300.8 kJ/mol
* charge: 0
* SMILES string: CCn1c(C(=O)NCC(C)(C)C)nc2c(-c3ccccc3)cccc21
* E_HOMO: -8.2 eV
* E_tot: -28699.4111 eV
* Kohn-Sham gap: 8.45 eV